[1]
Here is a molecular structure, C30H21BrInO5 in a non-equilibrium geometry from the Open Molecules 2025 dataset. Energies are from the ωB97M-V functional and the def2-TZVPD basis.

- E_HOMO: -5.1237 eV
- HOMO-LUMO gap: 0.2227 Ha

ORCA input file:
```
! wB97M-V def2-TZVPD RIJCOSX def2/J DEFGRID3
* xyz -1 1
C 2.299 -5.523 -4.559
H -4.159 6.020 4.443
C 0.916 -5.481 -4.538
C 2.399 -3.405 -3.424
C -2.381 3.148 4.303
C -0.503 1.123 3.374
H 2.968 -2.593 -2.991
H -2.875 6.450 2.371
O -2.790 1.691 6.110
H 3.426 0.634 -0.333
C -1.677 3.383 3.121
C -1.855 4.572 2.429
H 4.935 4.075 -1.889
H 0.918 0.357 1.964
H -4.993 -1.882 -2.932
H -3.834 3.908 5.680
H -3.853 -3.834 -3.922
C -3.281 4.098 4.771
C 5.967 2.640 -0.819
C -0.006 -1.170 4.848
C -2.170 1.895 5.085
C -1.895 -3.152 -3.390
H 0.196 -2.062 5.426
C 0.652 -0.960 3.639
C 4.853 3.525 -0.969
H -3.672 -0.106 -1.826
H 0.337 -6.285 -4.968
H -1.434 -0.403 6.252
O 0.983 -1.335 -2.205
C -1.150 -2.139 -2.783
C 1.012 -3.361 -3.395
H 2.804 -6.367 -5.010
C -0.920 -0.242 5.315
Br 6.743 1.923 -2.516
C -1.176 0.908 4.578
C 0.339 -2.201 -2.744
C 3.040 -4.481 -4.010
H 4.121 -4.512 -4.038
C -3.915 -1.959 -2.886
O -0.157 2.532 1.532
H 1.576 2.949 -0.409
C 0.405 0.185 2.902
C -1.224 -4.343 -3.983
H 2.722 1.909 -2.851
O -1.874 -5.245 -4.473
H 4.803 4.166 -0.108
C -0.730 2.363 2.580
In 2.994 2.180 -1.112
C -3.280 -3.054 -3.443
H 1.362 -1.689 3.274
C -3.461 5.280 4.075
C -3.172 -0.959 -2.266
O 6.442 2.272 0.213
C -1.792 -1.047 -2.214
H -1.208 -0.271 -1.739
H -1.296 4.749 1.520
C 0.266 -4.395 -3.965
C -2.741 5.520 2.908
*
```

[2]
Here is 2 unconnected molecules or ions with the total composition FHN2O2 in a non-equilibrium geometry from the Open Molecules 2025 dataset. Energies are from the ωB97M-V functional and the def2-TZVPD basis.

- E_HOMO (spin up / spin down): -10.0343 / -9.5572 eV
- Energy relative to the best compared isomer or geometry (same formula, charge and spin): 161.13 kJ/mol
- HOMO-LUMO gap (spin up / spin down): 0.3492 / 0.3326 Ha

ORCA input file:
```
! wB97M-V def2-TZVPD RIJCOSX def2/J DEFGRID3
* xyz 0 1
N -0.995 0.096 -0.424
O 1.336 0.713 0.325
F -0.803 1.403 0.022
N 0.952 -0.366 0.042
O 1.245 -1.443 -0.103
H -1.735 -0.404 0.138
*
```

[3]
Here is 2 unconnected molecules or ions with the total composition C7H6Cl2O2S2 in a non-equilibrium geometry from the Open Molecules 2025 dataset. Energies are from the ωB97M-V functional and the def2-TZVPD basis.

- E_HOMO (spin up / spin down): -10.0244 / -8.9949 eV
- Energy relative to the best compared isomer or geometry (same formula, charge and spin): 99.06 kJ/mol
- HOMO-LUMO gap (spin up / spin down): 0.3212 / 0.2412 Ha

ORCA input file:
```
! wB97M-V def2-TZVPD RIJCOSX def2/J DEFGRID3
* xyz 0 1
O 1.911 0.651 2.268
H -0.411 -0.875 2.104
C -0.577 1.358 -0.676
H -2.642 -1.284 1.247
Cl 2.132 -0.100 -1.860
H -3.406 -0.367 -1.124
H -0.173 2.303 -1.132
S 1.575 0.996 0.919
C 2.454 -0.287 -0.161
H -2.100 1.535 -2.097
C -2.526 -0.006 -0.602
H 1.788 -3.433 -0.666
C -1.800 1.105 -1.118
Cl 4.034 -0.502 0.357
C -0.827 -0.239 1.153
C -0.045 0.671 0.429
C -2.013 -0.664 0.566
O 2.042 2.245 0.362
S 0.584 -3.108 0.033
*
```

[4]
Here is a single C4H6FNO2 molecule in a non-equilibrium geometry from the Open Molecules 2025 dataset. Energies are from the ωB97M-V functional and the def2-TZVPD basis.

- E_HOMO (spin up / spin down): -6.0757 / -11.1929 eV
- Energy relative to the best compared isomer or geometry (same formula, charge and spin): 178.01 kJ/mol
- HOMO-LUMO gap (spin up / spin down): 0.2548 / 0.2437 Ha

ORCA input file:
```
! wB97M-V def2-TZVPD RIJCOSX def2/J DEFGRID3
* xyz 0 3
F -1.447 -1.395 -0.747
C 0.198 0.180 -0.462
O 0.299 0.247 -1.830
H -0.385 -0.090 -2.314
C 1.356 0.801 0.285
H 1.491 1.797 -0.263
C -0.332 -1.197 0.026
N -1.984 1.429 0.798
O -0.621 -1.395 1.390
H 0.418 -2.046 -0.240
C -1.239 1.020 0.045
H 1.104 0.994 1.408
H -1.194 -0.703 1.840
H 2.335 0.359 0.064
*
```

[5]
Here is a single C6H8N2 molecule in a non-equilibrium geometry from the Open Molecules 2025 dataset. Energies are from the ωB97M-V functional and the def2-TZVPD basis.

- SMILES: [H]/N=C1/[C@@H](C)[C@H]1C=C=N
- E_HOMO: -8.2926 eV
- Energy relative to the best compared isomer or geometry (same formula, charge and spin): 402.12 kJ/mol
- HOMO-LUMO gap: 0.3322 Ha

ORCA input file:
```
! wB97M-V def2-TZVPD RIJCOSX def2/J DEFGRID3
* xyz 0 1
C 1.289 -0.911 0.379
H 0.947 -0.793 1.414
H -0.161 2.106 -0.505
H 0.444 -1.427 -1.488
N -2.401 -1.726 -0.023
H -0.215 0.970 1.040
H 4.624 -0.302 0.563
C -1.415 -1.024 -0.320
N 3.804 -0.897 0.412
H -1.135 0.560 -1.824
H -1.720 1.755 0.356
C 0.144 -1.001 -0.604
C -0.694 1.395 0.134
C 2.591 -0.664 0.392
C -0.802 0.186 -0.793
H -2.191 -2.676 0.402
*
```

[6]
Here is 3 unconnected molecules or ions with the total composition C2H11N2O2 in a non-equilibrium geometry from the Open Molecules 2025 dataset. Energies are from the ωB97M-V functional and the def2-TZVPD basis.

- E_HOMO (spin up / spin down): -3.0583 / -6.5083 eV
- Energy relative to the best compared isomer or geometry (same formula, charge and spin): 289.00 kJ/mol
- HOMO-LUMO gap (spin up / spin down): 0.1280 / 0.2497 Ha

ORCA input file:
```
! wB97M-V def2-TZVPD RIJCOSX def2/J DEFGRID3
* xyz 0 2
H 1.765 -2.020 2.103
H 0.173 -0.788 -1.819
H 0.657 -2.333 2.954
C -0.374 0.538 -0.329
H -1.384 3.415 1.026
H -0.549 2.426 1.999
H -0.801 2.443 -0.981
H -0.375 0.592 -2.431
H -0.750 -0.337 0.178
O 0.049 -2.425 -1.163
N 0.222 0.266 -1.670
O 0.920 -1.641 2.337
H 1.154 0.711 -1.696
H -0.239 -2.353 -0.234
N -0.757 2.637 1.039
C -0.492 1.905 -0.084
H 0.784 -3.037 -1.229
*
```

Number 1: total energy -4296.1912 Ha. Number 2: total energy -360.1943 Ha. Number 3: total energy -2137.4011 Ha. Number 4: total energy -460.8364 Ha. Number 5: total energy -342.7808 Ha. Number 6: total energy -342.6122 Ha.